one.
Computed, not measured: a cluster of 4 separate species, C4H16O4 in total, with ωB97M-V/def2-TZVPD.

Gap between HOMO and LUMO in eV: 10.0
Total charge: 0
Structure (SMILES): CCO.CCO.O.O

Last column: natural (NBO) charge in e.
Element x y z (Å)
H  -14.38  1.42  -19.10  0.49
H  -11.63  -2.10  -17.53  0.47
H  -12.64  -0.71  -18.81  0.49
H  -10.40  -0.37  -16.97  0.18
H  -16.32  1.86  -16.31  0.21
C  -8.98  -1.98  -17.58  -0.64
H  -9.95  -0.25  -18.67  0.19
H  -12.73  2.13  -21.68  0.48
H  -9.27  -2.66  -16.78  0.21
H  -14.96  0.89  -16.82  0.21
H  -16.97  2.43  -18.58  0.17
H  -8.82  -2.70  -18.38  0.23
C  -16.06  1.86  -18.40  -0.07
H  -14.71  2.60  -16.91  0.22
H  -12.68  0.42  -19.81  0.49
C  -15.48  1.83  -17.00  -0.65
H  -8.06  -1.50  -17.26  0.21
O  -13.24  -0.08  -19.21  -0.99
H  -16.50  0.93  -18.77  0.16
O  -11.20  -1.76  -18.31  -0.75
O  -12.01  1.52  -21.51  -0.95
C  -10.05  -0.94  -17.83  -0.07
O  -15.04  2.07  -19.33  -0.75
H  -11.74  1.21  -22.37  0.48

two.
Computed, not measured: a cluster of 4 separate species, C4H16O4 in total, with ωB97M-V/def2-TZVPD.

Gap between HOMO and LUMO in eV: 10.6
Total charge: 0
Structure (SMILES): CO.CO.CO.CO

Last column: natural (NBO) charge in e.
Element x y z (Å)
H  -1.40  -0.15  1.59  0.48
H  -1.03  -1.00  -0.82  0.14
H  0.83  1.52  2.31  0.19
H  -2.99  1.15  -5.72  0.46
C  -2.10  -0.20  -4.79  -0.24
H  3.95  -1.47  3.55  0.47
H  2.34  0.74  3.94  0.16
H  0.11  -0.79  -2.09  0.17
H  -0.79  1.84  2.76  0.17
H  -2.10  -0.64  -5.79  0.16
H  0.69  -0.74  0.65  0.49
C  -0.08  -0.52  -1.05  -0.23
H  1.94  -0.51  2.80  0.18
O  -0.48  -0.05  1.86  -0.73
C  2.28  -0.34  3.82  -0.25
O  -2.33  1.15  -5.03  -0.71
O  0.90  -0.96  -0.26  -0.74
H  -0.06  0.57  -1.07  0.15
H  1.49  -0.60  4.52  0.18
C  -0.20  1.31  2.02  -0.26
H  -1.15  -0.39  -4.29  0.18
H  -0.42  1.82  1.08  0.17
O  3.48  -1.02  4.26  -0.73
H  -2.87  -0.73  -4.24  0.15

Energy relative to the most stable one, in kcal/mol: one 0.0; two 38.1

one.
Computed, not measured: a cluster of 5 separate species, C4H16O4 in total, with ωB97M-V/def2-TZVPD.

Gap between HOMO and LUMO in eV: 9.9
Total charge: 0
Structure (SMILES): C/C=C/C.O.O.O.O

Last column: natural (NBO) charge in e.
Element x y z (Å)
O  -2.52  1.18  -0.82  -0.97
H  -0.82  -0.81  -2.47  0.48
H  -0.48  0.37  -3.39  0.48
C  0.74  -0.75  -0.47  -0.21
H  -1.81  1.81  -0.99  0.47
O  -1.59  0.68  2.02  -0.97
H  1.66  -2.44  -1.48  0.22
H  2.72  -0.17  -0.04  0.19
H  -2.39  0.29  2.38  0.48
O  -1.22  -0.11  -3.01  -0.96
H  0.83  2.02  -0.69  0.20
O  0.25  -0.72  3.52  -0.98
H  -2.53  0.68  -1.64  0.50
H  0.04  -2.77  -0.76  0.22
H  -0.28  -0.40  -0.52  0.19
C  0.97  -2.22  -0.67  -0.67
H  -1.78  0.87  1.09  0.50
H  2.29  2.19  0.29  0.22
H  1.52  -2.67  0.17  0.23
H  0.93  -0.06  3.56  0.47
C  1.39  1.58  0.13  -0.66
C  1.68  0.14  -0.16  -0.18
H  -0.45  -0.45  2.90  0.50
H  0.84  1.75  1.06  0.23

two.
Computed, not measured: a cluster of 4 separate species, C4H16O4 in total, with ωB97M-V/def2-TZVPD.

Gap between HOMO and LUMO in eV: 10.6
Total charge: 0
Structure (SMILES): CO.CO.CO.CO

Last column: natural (NBO) charge in e.
Element x y z (Å)
H  -0.47  -2.30  -0.38  0.19
O  0.61  1.31  0.68  -0.74
H  2.86  2.55  -2.74  0.17
H  -0.44  0.54  2.21  0.18
H  -2.29  0.82  0.50  0.18
H  2.87  2.39  -1.09  0.16
H  -4.16  1.26  -0.48  0.46
C  0.38  0.23  1.57  -0.25
H  -1.92  -3.19  -0.65  0.16
O  -4.18  0.77  0.35  -0.73
H  1.20  0.13  2.28  0.17
H  -2.77  -0.41  -0.65  0.16
H  -2.72  -0.82  1.05  0.20
H  0.18  -0.69  1.02  0.17
H  4.62  3.87  -1.28  0.47
H  -0.64  -4.14  -0.40  0.16
C  3.55  2.31  -1.94  -0.25
O  4.68  3.18  -1.94  -0.73
H  1.54  1.54  0.61  0.47
O  -1.13  -3.32  1.33  -0.74
C  -1.02  -3.18  -0.04  -0.25
C  -2.96  -0.03  0.35  -0.27
H  3.78  1.25  -2.04  0.18
H  -1.61  -4.06  1.70  0.48

Energy relative to the most stable one, in kcal/mol: one 0.0; two 64.2

one.
Computed, not measured: a cluster of 4 separate species, C4H16O4 in total, with ωB97M-V/def2-TZVPD.

Gap between HOMO and LUMO in eV: 9.9
Total charge: 0
Structure (SMILES): CO.CO.CO.CO

Last column: natural (NBO) charge in e.
Element x y z (Å)
H  -0.17  -0.50  -0.61  0.14
C  -1.20  0.07  -0.27  -0.25
H  -1.97  -0.89  -0.02  0.18
H  3.12  -2.52  -1.76  0.17
C  -0.05  4.75  -0.93  -0.25
H  -1.01  1.73  -1.19  0.50
H  0.87  5.16  -1.20  0.18
O  -1.58  0.90  -1.36  -0.75
O  -2.25  -2.27  2.51  -0.75
O  -0.15  3.28  -0.89  -0.74
H  0.82  3.09  -0.65  0.47
H  -0.74  -2.76  0.88  0.21
H  -1.08  0.55  0.67  0.16
H  -0.56  -3.48  2.62  0.16
H  -0.34  5.04  -0.01  0.17
H  2.17  -1.09  -1.47  0.17
O  2.39  -2.74  -0.10  -0.75
H  2.56  -2.25  0.64  0.48
C  -0.92  -2.57  2.05  -0.27
H  1.45  -2.69  -1.93  0.18
C  2.17  -2.21  -1.37  -0.25
H  -0.47  -1.70  2.54  0.17
H  -2.26  -2.11  3.47  0.47
H  -0.81  5.22  -1.64  0.18

two.
Computed, not measured: a cluster of 4 separate species, C4H16O4 in total, with ωB97M-V/def2-TZVPD.

Gap between HOMO and LUMO in eV: 10.7
Total charge: 0
Structure (SMILES): CCCCO.O.O.O

Last column: natural (NBO) charge in e.
Element x y z (Å)
H  1.40  1.88  4.49  0.48
H  2.32  3.45  0.05  0.46
O  0.95  0.16  -1.55  -0.72
O  -0.43  4.81  4.13  -0.93
H  2.28  2.47  -1.15  0.48
C  -0.98  -3.26  -0.99  -0.39
C  0.08  -0.89  -1.75  -0.06
H  -2.34  -1.99  -1.96  0.21
H  1.71  -0.10  -1.06  0.47
H  -1.48  -3.65  -0.17  0.20
H  0.22  4.75  3.42  0.47
H  -2.54  -3.80  -2.37  0.21
C  -0.17  -1.87  -0.57  -0.41
C  -1.87  -3.04  -2.19  -0.62
H  -0.09  -3.91  -1.02  0.20
H  -1.26  -3.15  -3.15  0.21
H  -1.00  -0.60  -1.92  0.18
O  2.63  3.30  -0.78  -0.95
H  -0.93  -1.33  0.11  0.19
O  1.03  2.26  3.57  -0.97
H  0.38  2.96  3.75  0.48
H  0.50  -1.53  -2.57  0.15
H  0.76  -2.05  -0.04  0.19
H  -1.17  5.12  3.71  0.47

Energy relative to the most stable one, in kcal/mol: one 57.0; two 0.0

one.
Computed, not measured: a cluster of 2 separate species, C5H14S in total, with ωB97M-V/def2-TZVPD.

Gap between HOMO and LUMO in eV: 9.5
Total charge: 0
Structure (SMILES): CCSC.CC

Last column: natural (NBO) charge in e.
Element x y z (Å)
H  -0.47  -2.21  -2.88  0.20
H  -0.43  -0.68  -1.82  0.20
H  2.36  0.42  3.04  0.22
S  0.83  1.35  1.34  0.21
H  0.78  0.79  3.67  0.22
H  0.65  -0.93  -4.59  0.20
H  -2.13  1.02  2.40  0.21
H  -1.27  -0.36  3.05  0.21
H  -0.50  0.24  -4.32  0.20
H  1.70  2.13  3.55  0.24
H  -0.71  0.50  0.01  0.22
C  0.27  -0.30  -3.87  -0.60
C  -1.64  0.09  2.09  -0.63
H  1.03  0.30  -3.62  0.20
C  0.02  -1.21  -2.65  -0.60
H  -0.11  -0.76  1.10  0.20
C  -0.46  0.18  1.15  -0.54
C  1.55  1.19  3.00  -0.78
H  -2.45  -0.29  1.63  0.22
H  0.98  -1.46  -2.27  0.20

two.
Computed, not measured: a cluster of 2 separate species, C5H14S in total, with ωB97M-V/def2-TZVPD.

Gap between HOMO and LUMO in eV: 10.0
Total charge: 0
Structure (SMILES): CCCC.CS

Last column: natural (NBO) charge in e.
Element x y z (Å)
C  1.06  -1.07  -1.37  -0.60
H  1.15  -1.69  -2.25  0.21
H  0.31  -2.65  -0.14  0.19
H  -0.58  0.18  0.58  0.20
H  0.87  2.09  -0.13  0.22
H  -0.07  3.25  0.79  0.23
C  -0.09  -0.76  0.87  -0.40
H  0.91  -0.44  1.18  0.19
C  0.02  -1.63  -0.38  -0.39
H  -1.09  -0.77  2.81  0.21
C  0.21  2.95  -0.21  -0.74
H  0.75  3.74  -0.72  0.22
H  2.02  -0.96  -0.87  0.20
H  0.68  -0.10  -1.71  0.20
H  -0.46  -2.35  2.30  0.20
H  -0.97  -1.62  -0.83  0.20
H  -0.61  2.26  -2.30  0.12
H  -1.92  -1.61  1.58  0.20
C  -0.91  -1.42  1.96  -0.60
S  -1.27  2.59  -1.18  -0.04

three.
Computed, not measured: a cluster of 2 separate species, C5H14S in total, with ωB97M-V/def2-TZVPD.

Gap between HOMO and LUMO in eV: 9.4
Total charge: 0
Structure (SMILES): CCC.CSC

Last column: natural (NBO) charge in e.
Element x y z (Å)
H  -1.40  0.85  -3.42  0.20
C  0.06  2.35  -2.81  -0.61
H  2.82  -2.91  2.00  0.23
H  -2.05  2.29  -2.40  0.20
C  1.77  -2.68  1.98  -0.79
H  1.20  -3.38  1.35  0.21
C  0.06  -0.96  3.45  -0.71
H  -0.38  -0.12  -1.54  0.19
H  -1.06  1.12  -0.42  0.19
H  -2.17  0.15  -1.23  0.21
H  0.04  2.73  -3.82  0.22
C  -1.23  1.58  -2.57  -0.40
H  -0.33  -1.01  2.44  0.23
H  0.22  3.19  -2.08  0.20
H  -0.79  -1.10  4.19  0.22
C  -1.22  0.64  -1.41  -0.60
H  1.85  -1.81  1.30  0.23
S  1.13  -2.52  3.63  0.16
H  0.92  1.72  -2.52  0.20
H  0.57  -0.13  3.87  0.22

Energy relative to the most stable one, in kcal/mol: one 38.1; two 0.0; three 20.8